Here is C5H7NO2 in the gas phase at a distorted geometry from OMol25. Energies are from wB97M-V/def2-TZVPD.

## Properties
Energy above the lowest of the compared OMol25 structures with the same formula, charge and spin: 30.2 kcal/mol
LUMO energy: 0.771 eV
HOMO-LUMO gap: 8.24 eV
SMILES: CC(=C=O)/C=C(/N)O
Spin multiplicity: 1
Total charge: 0

Each atom is followed by the atoms it is bonded to, with distances in Å.
Cartesian coordinates (Å):
1 C -1.628 -1.628 -0.382  C2 1.507, H9 1.089, H10 1.086, H11 1.090
2 C -1.026 -0.289 -0.041  C1 1.507, C3 1.300, C5 1.472
3 C -1.711 0.815 -0.045  C2 1.300, O4 1.173
4 O -2.249 1.857 -0.081  C3 1.173
5 C 0.367 -0.245 0.434  C2 1.472, C6 1.344, H12 1.080
6 C 1.241 0.739 0.164  C5 1.344, N7 1.381, O8 1.361
7 N 2.503 0.816 0.721  C6 1.381, H13 1.007, H14 1.009
8 O 1.000 1.796 -0.658  C6 1.361, H15 0.964
9 H -1.004 -2.134 -1.117  C1 1.089
10 H -2.628 -1.508 -0.789  C1 1.086
11 H -1.684 -2.253 0.509  C1 1.090
12 H 0.680 -1.065 1.064  C5 1.080
13 H 2.902 -0.058 1.024  N7 1.007
14 H 3.134 1.410 0.205  N7 1.009
15 H 0.103 1.747 -1.007  O8 0.964